{"formula": "C45H117N13O17", "method": "ωB97M-V/def2-TZVPD", "symbols": ["C", "O", "C", "C", "N", "C", "C", "O", "C", "H", "H", "H", "H", "H", "H", "H", "H", "H", "H", "H", "H", "H", "H", "H", "C", "O", "C", "C", "N", "C", "C", "O", "C", "H", "H", "H", "H", "H", "H", "H", "H", "H", "H", "H", "H", "H", "H", "H", "C", "O", "C", "C", "N", "C", "C", "O", "C", "H", "H", "H", "H", "H", "H", "H", "H", "H", "H", "H", "H", "H", "H", "H", "C", "O", "C", "C", "N", "C", "C", "O", "C", "H", "H", "H", "H", "H", "H", "H", "H", "H", "H", "H", "H", "H", "H", "H", "C", "O", "C", "C", "N", "C", "C", "O", "C", "H", "H", "H", "H", "H", "H", "H", "H", "H", "H", "H", "H", "H", "H", "H", "C", "O", "C", "C", "N", "C", "C", "O", "C", "H", "H", "H", "H", "H", "H", "H", "H", "H", "H", "H", "H", "H", "H", "H", "C", "O", "C", "C", "N", "C", "C", "O", "C", "H", "H", "H", "H", "H", "H", "H", "H", "H", "H", "H", "H", "H", "H", "H", "N", "C", "N", "O", "H", "H", "H", "H", "N", "C", "N", "O", "H", "H", "H", "H", "N", "C", "N", "O", "H", "H", "H", "H"], "positions_angstrom": [[4.789041, -3.107493, -1.294488], [6.125661, -3.451123, -1.776318], [6.521191, -2.583983, -2.831008], [7.947731, -2.910513, -3.270408], [8.428391, -2.315243, -4.493348], [9.863021, -2.614573, -4.785908], [10.540091, -1.851253, -5.939878], [10.174171, -2.402813, -7.247518], [10.709431, -1.555653, -8.264918], [3.941821, -3.107743, -1.980288], [4.856041, -2.119463, -0.839078], [4.405821, -3.686393, -0.454178], [6.446151, -1.528443, -2.569668], [5.854561, -2.616253, -3.692798], [7.868211, -3.984533, -3.438538], [8.644671, -2.733663, -2.451208], [7.788751, -2.441643, -5.264708], [9.910141, -3.701593, -4.851138], [10.418541, -2.445093, -3.863518], [11.618921, -1.936123, -5.809408], [10.279101, -0.793253, -5.964848], [10.725131, -2.147023, -9.180408], [11.761251, -1.274363, -8.213568], [10.130241, -0.636333, -8.351458], [-6.510119, -8.097533, 5.811452], [-6.737079, -7.934973, 4.381262], [-6.511879, -6.617373, 3.914102], [-7.865259, -5.743883, 3.751152], [-7.576169, -4.460923, 3.200102], [-8.683269, -3.547793, 3.046822], [-8.262809, -2.260223, 2.289812], [-7.546849, -2.669843, 1.174442], [-6.957579, -1.594003, 0.536092], [-5.441589, -8.056453, 6.022752], [-6.859069, -9.115743, 5.983442], [-6.968019, -7.362903, 6.473842], [-6.043229, -6.758713, 2.940202], [-5.715189, -6.089303, 4.438072], [-8.356279, -5.549023, 4.704582], [-8.571049, -6.244363, 3.088212], [-7.139469, -4.470453, 2.289452], [-9.003129, -3.152343, 4.010882], [-9.490149, -4.145303, 2.622522], [-7.635329, -1.610163, 2.899552], [-9.143869, -1.745593, 1.906422], [-6.599589, -1.777443, -0.476968], [-6.145039, -1.253763, 1.178062], [-7.614379, -0.741763, 0.361692], [4.029781, 2.599837, -4.876838], [2.740481, 2.674007, -4.220008], [2.695521, 3.655437, -3.144328], [1.223031, 3.950387, -2.697158], [0.583711, 5.021707, -3.472878], [-0.698019, 5.513557, -2.919578], [-0.780499, 6.143597, -1.499588], [-0.991439, 5.160487, -0.478278], [-1.118989, 5.701377, 0.759292], [4.832271, 2.628947, -4.139768], [4.210321, 3.442537, -5.544198], [4.090931, 1.651007, -5.409818], [3.170811, 4.561197, -3.520898], [3.308051, 3.379277, -2.286048], [1.207561, 4.119377, -1.620448], [0.777741, 2.974377, -2.890108], [0.424031, 4.477477, -4.308588], [-1.393889, 4.678977, -2.833858], [-1.081359, 6.316157, -3.549638], [-1.600099, 6.848547, -1.360278], [0.178771, 6.621307, -1.300348], [-2.042889, 5.309017, 1.184232], [-1.195379, 6.788547, 0.740932], [-0.246489, 5.484407, 1.375552], [-0.509399, 4.744907, 13.756632], [-0.767989, 5.383507, 12.520182], [-1.360129, 6.661127, 12.443782], [-1.928139, 6.945917, 11.095642], [-0.763769, 6.999927, 10.229842], [-1.063409, 7.237857, 8.779012], [-1.384739, 5.922417, 8.083182], [-0.216569, 5.325357, 7.542592], [-0.329149, 3.973707, 7.150872], [-0.011959, 3.775157, 13.740252], [-1.451679, 4.551777, 14.269392], [-0.002459, 5.416357, 14.449642], [-0.556409, 7.364247, 12.662292], [-2.127739, 6.763587, 13.210842], [-2.379029, 7.936797, 11.149702], [-2.752819, 6.277807, 10.847392], [-0.238409, 6.138557, 10.275882], [-0.097259, 7.576617, 8.404962], [-1.726979, 8.056497, 8.500432], [-2.264269, 6.125437, 7.472192], [-1.785619, 5.167757, 8.759842], [-0.914049, 3.871487, 6.236792], [-0.810389, 3.318437, 7.876902], [0.622921, 3.555197, 6.824522], [-0.929739, -5.573003, -0.169238], [-0.958859, -6.446013, -1.236918], [-1.684269, -5.815043, -2.312488], [-2.126439, -6.898983, -3.363628], [-1.028569, -7.849603, -3.637168], [-0.006689, -7.226863, -4.488048], [1.117971, -8.200723, -4.924188], [1.976831, -8.554273, -3.809628], [2.796881, -7.629133, -3.162328], [-0.358359, -6.109973, 0.587932], [-1.950369, -5.338633, 0.133212], [-0.357829, -4.654093, -0.298158], [-1.027289, -5.112873, -2.825758], [-2.544929, -5.224033, -1.999318], [-2.559109, -6.407933, -4.235268], [-3.004769, -7.363713, -2.915678], [-0.492709, -7.866003, -2.781198], [0.502351, -6.416453, -3.966298], [-0.375109, -6.691693, -5.363238], [1.734491, -7.706103, -5.674748], [0.646191, -9.080683, -5.361428], [2.167551, -6.877043, -2.686508], [3.516421, -7.091633, -3.779948], [3.313811, -8.155103, -2.359688], [4.518391, 6.384917, 1.105702], [5.266591, 5.220667, 1.398602], [4.697261, 4.326587, 2.359092], [5.719301, 3.814027, 3.342782], [6.171821, 4.877967, 4.194932], [7.322411, 4.463667, 4.957332], [7.803501, 5.644707, 5.825582], [8.774641, 6.389207, 5.112192], [9.234221, 7.581427, 5.627642], [3.590421, 6.138997, 0.589472], [5.088921, 6.895627, 0.329972], [4.382191, 7.113157, 1.905232], [4.181901, 3.442757, 1.983132], [3.971441, 4.891247, 2.944282], [6.461881, 3.319747, 2.716392], [5.325601, 2.934097, 3.851522], [6.456121, 5.625567, 3.578202], [8.147291, 4.169807, 4.308252], [7.062531, 3.674637, 5.663032], [8.305641, 5.242377, 6.705412], [7.015051, 6.314287, 6.169272], [8.431151, 8.317047, 5.582342], [10.039221, 8.085907, 5.093252], [9.688991, 7.369797, 6.595372], [-7.159359, -3.186013, -11.306168], [-6.173449, -3.017983, -10.232128], [-5.665679, -4.215783, -9.695768], [-4.809769, -3.907693, -8.474008], [-5.738339, -3.655823, -7.350028], [-4.959229, -3.121303, -6.207948], [-4.998319, -1.590303, -6.284538], [-4.503109, -1.067063, -5.114248], [-4.380679, 0.357317, -4.987148], [-8.146109, -3.535413, -11.002278], [-6.708029, -3.891083, -12.004228], [-7.300279, -2.233683, -11.817368], [-5.007849, -4.813063, -10.327118], [-6.405539, -4.984463, -9.472508], [-4.154899, -3.041313, -8.566878], [-4.131079, -4.753723, -8.365788], [-6.033839, -4.603773, -7.165178], [-3.930689, -3.468213, -6.108698], [-5.508699, -3.277983, -5.279698], [-6.025689, -1.256023, -6.428998], [-4.439379, -1.249303, -7.155978], [-3.626099, 0.563947, -4.228188], [-5.314169, 0.780117, -4.615738], [-4.106389, 0.741917, -5.969468], [1.780601, -2.023443, -5.218128], [0.472221, -2.102663, -5.535038], [-0.304759, -1.420273, -4.736748], [0.035781, -2.825493, -6.436518], [2.105991, -1.339563, -4.549898], [2.324501, -2.631243, -5.813818], [0.167031, -0.791923, -4.102168], [-1.262459, -1.386463, -5.055758], [-0.418209, 0.806497, 2.057692], [-0.698389, 0.139747, 0.967412], [-1.961419, 0.038027, 0.814282], [0.083131, -0.141783, 0.059612], [-1.154249, 1.333487, 2.505582], [0.561551, 1.048577, 2.017722], [-2.124959, 0.154307, -0.175578], [-2.533169, 0.483937, 1.517392], [-5.221039, 2.505057, 5.861432], [-5.238019, 2.867407, 4.660692], [-5.969819, 3.953407, 4.533502], [-4.666579, 2.322287, 3.749732], [-5.830629, 3.008107, 6.490262], [-4.602709, 1.732937, 6.065412], [-6.183539, 4.327887, 5.446842], [-6.034439, 4.571627, 3.737422]], "atomic_forces_ev_per_a": [[0.7, 0.8, 0.7], [-1.6, 0.1, -0.1], [0.2, 1.0, -0.4], [-0.5, -1.4, -0.1], [0.7, 1.9, 0.0], [-1.4, -0.2, 0.3], [-0.9, -1.1, -0.5], [1.0, 0.9, 1.0], [-0.2, -0.8, -0.5], [0.5, -0.1, -0.9], [-0.1, 0.4, -0.3], [0.9, -0.8, -0.1], [0.1, 0.2, 0.7], [-0.3, -0.7, -0.3], [0.4, -0.7, 0.4], [0.0, 0.1, 0.0], [0.3, -0.3, -0.1], [0.6, -0.3, -0.8], [0.0, 0.6, 0.0], [0.2, 0.0, -0.1], [-0.2, 0.1, 0.4], [-0.7, 0.2, -0.2], [0.3, 0.0, 1.0], [-0.2, 0.0, -0.2], [0.2, -0.5, -1.3], [0.0, 0.7, 1.5], [-1.1, 0.4, -0.9], [1.3, -0.6, 0.1], [1.5, 1.6, -0.1], [0.2, 0.5, 0.7], [-0.7, -1.6, -0.1], [0.1, -0.8, -1.3], [0.7, 1.1, -0.3], [0.2, 0.0, -0.1], [-0.1, 0.2, 0.4], [-0.5, 0.1, -0.3], [-0.4, 0.1, -0.5], [-0.3, 0.2, 0.7], [0.1, -0.4, 0.2], [-0.2, -0.8, 0.1], [0.3, -0.5, 0.0], [-0.3, -0.4, 0.3], [-0.7, 0.7, -0.5], [-0.1, 0.1, 0.4], [-0.3, 0.4, 0.5], [0.2, -0.9, 0.2], [0.4, 0.3, -0.2], [-0.6, 0.1, 0.4], [-0.6, 0.1, 0.9], [0.4, 0.4, 0.4], [-0.2, 0.7, -0.7], [1.5, -0.7, -0.1], [0.5, -0.1, 1.0], [-0.6, -0.3, 0.8], [1.3, -1.0, 0.0], [0.4, -0.9, -2.5], [-0.3, 0.6, 1.5], [0.1, -0.1, 0.2], [-0.3, 0.1, -0.2], [-0.2, 0.2, 0.0], [-0.2, 0.4, -0.1], [0.0, -0.7, 0.1], [-0.1, 0.2, -0.1], [-0.7, -0.2, 0.3], [-0.6, 0.9, -0.7], [-0.6, 0.0, -0.4], [0.0, -0.4, -0.4], [0.0, 0.3, -0.7], [0.1, 0.5, 0.1], [0.1, 0.0, 0.5], [-0.1, 0.2, 0.0], [0.0, -0.2, 0.3], [-1.3, 1.3, 0.9], [0.5, -1.8, -1.2], [0.1, -0.2, 2.1], [0.9, 0.3, 0.1], [-1.2, 1.1, -1.5], [2.0, -1.1, 0.9], [-0.7, -0.4, 0.5], [0.2, 0.3, -0.4], [-0.5, 0.0, -0.9], [0.3, 0.3, -0.9], [-0.4, -0.1, 0.0], [0.6, 0.1, -0.1], [-0.1, 0.5, 0.0], [-0.2, 0.0, 0.2], [0.1, 0.2, -0.1], [0.1, -0.6, -0.3], [0.0, -0.1, 0.1], [0.1, -0.1, -0.5], [-0.5, -0.2, 0.8], [0.4, -0.3, -1.4], [-0.1, 0.2, 0.7], [-0.5, 0.2, -0.2], [0.1, 0.1, 0.5], [0.3, 0.4, 0.7], [0.7, -0.3, 1.4], [-1.1, 0.5, -1.9], [0.4, -0.8, -1.6], [0.2, 0.6, 1.7], [-0.1, 0.9, -0.7], [1.0, 0.1, -0.6], [0.0, 1.4, 1.2], [-0.7, -1.6, -0.9], [-0.8, 0.7, 0.3], [-0.4, 0.0, 0.5], [0.0, 0.1, 0.4], [-0.1, 0.3, -0.6], [0.3, 0.2, 0.1], [-0.2, -0.2, 0.5], [0.6, 0.0, -0.3], [0.2, -0.7, 0.1], [-0.4, -0.8, 0.7], [0.1, 0.3, 0.3], [-0.6, -0.5, -0.2], [0.0, 0.1, -0.2], [0.4, -0.3, 0.4], [0.1, 0.4, 0.2], [0.1, -0.2, -0.4], [0.1, -0.1, -0.2], [0.4, -0.1, -1.3], [0.1, -0.5, 0.6], [-0.7, 0.6, 0.9], [-0.3, -0.3, -1.3], [-0.1, -0.7, -0.1], [0.2, 1.7, 1.1], [1.1, 0.0, 0.2], [0.3, -1.0, -2.2], [-0.1, 0.5, 0.8], [-0.4, -0.1, 0.4], [0.2, 0.1, 0.1], [-0.1, -0.4, 0.5], [0.0, 0.2, -0.9], [-0.3, 0.1, 0.0], [1.0, 0.3, -0.1], [-0.4, 0.4, 0.7], [0.1, 0.3, -0.1], [0.3, -0.3, 0.1], [-0.1, -0.3, -0.3], [0.0, -0.1, 0.4], [-0.4, -0.2, -0.1], [-0.2, 0.2, 0.9], [0.1, -0.8, -0.8], [-0.4, 0.5, 0.6], [1.5, -0.1, 0.5], [-1.3, -0.2, -0.9], [1.0, 0.0, 0.0], [-1.2, 0.5, -0.3], [1.9, -0.5, 0.2], [-1.5, 1.0, 0.3], [-0.4, -0.1, -1.2], [1.2, 0.5, 1.9], [-0.3, -1.3, -0.4], [0.1, -0.2, 0.5], [-0.3, -0.1, -0.3], [0.3, 0.1, 0.3], [0.2, 0.5, -1.2], [-0.7, 0.3, 0.5], [-0.2, 0.1, -0.6], [0.0, -0.3, 0.6], [-0.5, 0.0, 0.7], [0.1, -0.2, -0.1], [0.1, -0.7, 0.1], [-0.3, -0.2, -0.2], [0.3, 0.2, -0.2], [0.2, -0.1, -0.2], [-0.2, 0.2, -0.3], [0.1, 0.5, 0.1], [0.7, -0.4, -0.5], [0.3, -2.1, -1.6], [-1.5, 1.4, 1.2], [0.4, 0.3, 0.2], [0.5, -0.5, -0.4], [0.6, 0.5, 0.5], [-1.0, 0.2, 0.1], [0.0, 0.5, 0.6], [2.7, 0.7, 2.5], [2.8, 0.7, -2.2], [-5.3, -1.2, -1.5], [0.7, -0.4, 0.5], [0.8, 0.2, 0.1], [-0.2, 0.6, 1.0], [-1.1, -0.3, 0.2], [-0.5, -0.1, -0.7], [0.7, -2.7, 6.1], [0.6, 1.0, -5.1], [-2.3, 3.3, 0.0], [1.2, -1.1, -1.5], [0.6, -1.0, 0.6], [-0.5, 0.1, 0.7], [-0.4, 0.9, -0.8], [0.3, -0.6, 0.1]], "mulliken_charge": [-0.763, -0.327, -0.430, -0.570, -0.298, -0.628, -0.515, -0.314, -0.780, 0.257, 0.345, 0.313, 0.358, 0.244, 0.298, 0.257, 0.227, 0.389, 0.380, 0.326, 0.332, 0.280, 0.316, 0.305, -0.694, -0.365, -0.554, -0.468, -0.304, -0.714, -0.491, -0.347, -0.756, 0.305, 0.246, 0.298, 0.299, 0.394, 0.300, 0.311, 0.255, 0.278, 0.396, 0.368, 0.385, 0.258, 0.306, 0.297, -0.775, -0.291, -0.753, -0.472, -0.462, -0.655, -0.614, -0.274, -0.820, 0.342, 0.299, 0.224, 0.369, 0.384, 0.478, 0.250, 0.285, 0.303, 0.365, 0.605, 0.321, 0.225, 0.420, 0.238, -0.791, -0.282, -0.609, -0.501, -0.365, -0.839, -0.384, -0.325, -0.755, 0.252, 0.309, 0.308, 0.302, 0.444, 0.322, 0.320, 0.255, 0.349, 0.419, 0.370, 0.322, 0.301, 0.302, 0.274, -0.770, -0.369, -0.456, -0.709, -0.396, -0.418, -0.689, -0.376, -0.588, 0.263, 0.315, 0.306, 0.216, 0.524, 0.302, 0.334, 0.419, 0.192, 0.458, 0.371, 0.309, 0.183, 0.305, 0.265, -0.674, -0.344, -0.561, -0.712, -0.305, -0.586, -0.716, -0.315, -0.730, 0.229, 0.281, 0.316, 0.402, 0.349, 0.334, 0.395, 0.230, 0.356, 0.404, 0.449, 0.362, 0.290, 0.249, 0.297, -0.754, -0.311, -0.605, -0.619, -0.395, -0.584, -0.513, -0.209, -0.766, 0.292, 0.316, 0.238, 0.409, 0.312, 0.396, 0.411, 0.265, 0.286, 0.385, 0.303, 0.330, 0.183, 0.303, 0.336, -0.397, 0.783, -0.293, -0.718, 0.163, 0.204, 0.123, 0.141, -0.421, 0.640, -0.360, -0.662, 0.188, 0.229, 0.205, 0.188, -0.373, 0.701, -0.402, -0.679, 0.168, 0.226, 0.134, 0.223], "e_above_lowest_kj_mol": 750.2, "orbital_gap_ev": 8.33, "energy_ev": -102727.371, "total_charge": 0, "smiles": "COCCNCCOC.COCCNCCOC.COCCNCCOC.COCCNCCOC.COCCNCCOC.COCCNCCOC.COCCNCCOC.NC(N)=O.NC(N)=O.NC(N)=O", "max_force_ev_per_a": 6.73}